# C22H43IrN2P3S

A structure of composition C22H43IrN2P3S in a non-equilibrium geometry (the ωB97M-V functional and the def2-TZVPD basis, the Open Molecules 2025 dataset).

electronic energy	-2498.43383	hartree
2S+1	6
Kohn-Sham gap (alpha / beta)	5.47 / 4.65	eV
energy relative to the best compared isomer or geometry (same formula, charge and spin)	79.7	kcal per mole
net charge	+4

Each line ends with the Löwdin charge.
Geometry (Å):
Ir (0.538, 0.359, 0.067)  0.6329
P (2.589, -0.309, 0.650)  0.6212
P (0.407, -1.493, -1.460)  0.6860
P (0.427, 1.475, 2.090)  0.6293
H (-5.785, -0.999, 1.660)  0.1379
C (-5.332, 0.003, 1.908)  0.1696
C (-5.036, 0.900, 0.944)  0.1098
H (-5.543, 0.709, -0.032)  0.1304
C (2.715, -1.704, 1.783)  -0.1975
C (3.610, -0.714, -0.800)  -0.2385
C (3.826, 0.786, 1.415)  -0.2311
C (-1.122, -2.088, -2.234)  -0.2268
C (1.410, -1.305, -3.022)  -0.2156
C (1.096, -3.031, -0.747)  -0.2311
C (-1.215, 2.076, 2.530)  -0.2798
C (1.524, 2.936, 2.273)  -0.2129
C (0.868, 0.428, 3.517)  -0.2233
H (-5.371, 0.246, 2.983)  0.1359
H (-4.572, 1.897, 1.099)  0.1172
H (3.766, -1.919, 1.990)  0.0952
H (2.246, -2.598, 1.391)  0.0289
H (2.219, -1.475, 2.721)  0.0301
H (4.658, -0.727, -0.492)  0.0771
H (3.513, 0.069, -1.554)  0.0403
H (3.376, -1.674, -1.253)  0.0359
H (4.775, 0.237, 1.415)  0.0820
H (3.586, 1.078, 2.436)  0.0427
H (3.973, 1.679, 0.808)  0.0429
H (-0.813, -2.738, -3.090)  0.0930
H (-1.691, -1.209, -2.598)  0.0446
H (-1.716, -2.689, -1.498)  0.0668
H (1.431, -2.320, -3.450)  0.0768
H (2.438, -0.954, -2.891)  0.0257
H (0.913, -0.632, -3.740)  0.0467
H (0.966, -3.851, -1.477)  0.0887
H (0.482, -3.240, 0.145)  0.0610
H (2.168, -2.983, -0.475)  0.0375
H (-1.162, 2.574, 3.517)  0.0860
H (-1.876, 1.192, 2.560)  0.0162
H (-1.565, 2.782, 1.759)  0.0516
H (1.233, 3.450, 3.196)  0.0831
H (1.391, 3.610, 1.421)  0.0519
H (2.577, 2.658, 2.344)  0.0284
H (0.379, 0.818, 4.417)  0.0819
H (1.949, 0.423, 3.685)  0.0538
H (0.504, -0.587, 3.331)  0.0462
C (-2.928, -0.758, 0.188)  -0.7208
C (-2.720, -1.503, 1.367)  -0.0908
C (-3.155, -2.834, 1.339)  -0.0037
C (-4.220, -3.184, 0.487)  0.0262
C (-4.488, -2.384, -0.634)  -0.0230
C (-3.938, -1.132, -0.705)  -0.1722
S (-2.131, 0.694, -0.156)  0.8114
H (-0.800, -0.583, 0.213)  -0.1027
H (-2.424, -0.981, 2.293)  0.1268
H (-2.701, -3.581, 1.999)  0.1425
H (-4.816, -4.096, 0.672)  0.1579
H (-5.182, -2.687, -1.427)  0.1516
H (-4.264, -0.461, -1.482)  0.1226
N (-0.479, 1.246, -2.880)  0.2246
C (0.685, 1.939, -2.630)  -0.3026
C (1.372, 2.609, -3.664)  0.0955
C (2.526, 3.312, -3.369)  0.0491
C (3.003, 3.314, -2.057)  0.0791
C (2.266, 2.646, -1.079)  -0.0568
N (1.219, 1.827, -1.387)  -0.0500
H (-1.031, 0.907, -2.056)  -0.0160
H (-1.008, 1.516, -3.715)  0.1683
H (0.899, 2.633, -4.647)  0.1576
H (3.028, 3.894, -4.128)  0.1522
H (3.916, 3.832, -1.750)  0.1603
H (2.617, 2.672, -0.031)  0.0843

# C15H13ClIN5O5Rh

A structure of composition C15H13ClIN5O5Rh in a non-equilibrium geometry (the ωB97M-V functional and the def2-TZVPD basis, the Open Molecules 2025 dataset).

electronic energy	-2097.28537	hartree
Kohn-Sham gap (alpha / beta)	6.36 / 6.29	eV
net charge	+1

Each line ends with the Löwdin charge.
Geometry (Å):
Rh (-0.771, 0.207, -0.337)  1.2466
O (1.446, -1.322, 2.927)  0.1048
C (0.842, -0.636, 2.126)  -0.5042
N (0.032, -1.104, 1.150)  -0.0454
C (-0.146, -2.518, 1.057)  -0.1476
C (-1.134, -2.850, -0.019)  -0.2363
C (-1.457, -4.167, -0.338)  0.0100
C (-2.419, -4.400, -1.305)  -0.0203
C (-3.041, -3.321, -1.923)  -0.0186
C (-2.654, -2.038, -1.567)  -0.0840
N (-1.718, -1.832, -0.649)  0.0228
C (0.916, 0.871, 2.115)  -0.1887
C (1.869, 1.569, 2.845)  0.0312
C (1.859, 2.956, 2.771)  -0.0120
C (0.885, 3.592, 2.017)  -0.0151
C (-0.044, 2.820, 1.331)  -0.0863
N (0.009, 1.499, 1.375)  0.0428
H (-0.499, -2.915, 2.024)  0.1518
H (0.813, -3.027, 0.867)  0.1448
H (-0.962, -4.977, 0.176)  0.1298
H (-2.689, -5.413, -1.564)  0.1228
H (-3.812, -3.469, -2.662)  0.1192
H (-3.116, -1.164, -2.019)  0.1012
H (2.588, 1.023, 3.436)  0.1323
H (2.600, 3.538, 3.299)  0.1241
H (0.833, 4.667, 1.958)  0.1188
H (-0.848, 3.263, 0.755)  0.1185
I (5.232, 1.116, 0.137)  0.9115
C (3.365, 1.001, -0.778)  -0.7292
C (2.789, 1.921, -1.639)  -0.0945
N (1.553, 1.482, -1.900)  0.0154
N (1.300, 0.333, -1.268)  -0.0423
C (2.395, 0.014, -0.586)  -0.1809
H (3.197, 2.814, -2.065)  0.1315
H (0.829, 1.892, -2.484)  0.1431
H (2.471, -0.897, -0.026)  0.1171
O (-2.621, 1.627, -0.454)  -0.3938
Cl (-2.552, 1.920, -1.876)  0.6580
O (-2.725, 3.281, -2.098)  -0.2228
O (-3.440, 1.093, -2.568)  -0.2575
O (-1.177, 1.550, -2.240)  -0.4185

# C25H44GeO8STeW

A structure of composition C25H44GeO8STeW in a non-equilibrium geometry (the ωB97M-V functional and the def2-TZVPD basis, the Open Molecules 2025 dataset).

electronic energy	-4390.96466	hartree
2S+1	2
Kohn-Sham gap (alpha / beta)	6.80 / 5.78	eV
energy relative to the best compared isomer or geometry (same formula, charge and spin)	62.2	kcal per mole
net charge	+1

Each line ends with the Löwdin charge.
Geometry (Å):
W (0.308, -0.469, -0.128)  1.5438
C (1.668, -1.003, 3.645)  -0.0034
C (1.270, -2.000, 2.568)  -0.6033
C (0.245, -3.012, 3.058)  -0.0250
C (2.475, -2.673, 1.927)  0.0034
O (0.638, -1.198, 1.516)  -0.4082
Ge (-1.185, -2.645, -0.173)  0.9930
O (-0.071, -3.553, -1.186)  -0.4961
C (-0.129, -4.967, -1.524)  -0.6873
C (-1.509, -5.555, -1.277)  -0.0780
C (0.255, -5.085, -2.994)  -0.0335
C (0.911, -5.650, -0.642)  -0.0275
O (-1.164, 0.533, 0.354)  -0.3874
C (-1.901, 1.071, 1.509)  -0.6080
C (-3.048, 1.882, 0.935)  -0.0086
C (-0.922, 1.936, 2.287)  0.0057
C (-2.408, -0.109, 2.317)  -0.0312
H (2.201, -1.530, 4.437)  0.1046
H (0.793, -0.527, 4.085)  0.0875
H (2.324, -0.240, 3.229)  0.0907
H (0.707, -3.667, 3.796)  0.1033
H (-0.113, -3.645, 2.240)  0.0515
H (-0.610, -2.529, 3.523)  0.0822
H (2.805, -3.498, 2.559)  0.1034
H (3.308, -1.977, 1.817)  0.0905
H (2.226, -3.086, 0.940)  0.0857
H (-2.279, -5.033, -1.850)  0.0778
H (-1.794, -5.526, -0.224)  0.0680
H (-1.518, -6.599, -1.586)  0.0988
H (-0.553, -4.752, -3.646)  0.0754
H (0.475, -6.122, -3.244)  0.0951
H (1.143, -4.489, -3.198)  0.0904
H (0.660, -5.527, 0.413)  0.0806
H (1.899, -5.223, -0.815)  0.0933
H (0.955, -6.718, -0.855)  0.0947
H (-2.682, 2.768, 0.420)  0.0650
H (-3.702, 2.212, 1.745)  0.1025
H (-3.643, 1.283, 0.246)  0.0964
H (-0.616, 2.809, 1.710)  0.0758
H (-0.024, 1.375, 2.564)  0.0793
H (-1.409, 2.277, 3.201)  0.1060
H (-3.061, -0.751, 1.721)  0.0808
H (-2.985, 0.267, 3.162)  0.1035
H (-1.587, -0.706, 2.707)  0.0567
O (4.035, -0.973, -1.706)  0.1804
C (3.160, -0.632, -0.980)  -0.4709
O (1.847, -1.001, -1.185)  -0.3258
C (3.266, 0.260, 0.300)  -0.6115
O (4.342, 0.426, 0.821)  0.1257
O (2.115, 0.727, 0.648)  -0.2512
C (-0.690, 7.201, 1.549)  -0.0385
C (-0.264, 5.975, 0.797)  -0.2542
C (0.993, 5.426, 0.985)  -0.0007
C (1.427, 4.285, 0.308)  -0.3034
C (2.807, 3.771, 0.569)  -0.0544
C (0.527, 3.689, -0.579)  -0.4788
Te (1.025, 1.991, -1.698)  1.4211
C (-0.749, 4.244, -0.825)  -0.3430
C (-1.677, 3.702, -1.875)  -0.1030
C (-1.121, 5.379, -0.121)  -0.0138
H (0.103, 7.560, 2.201)  0.0787
H (-1.566, 6.996, 2.164)  0.0865
H (-0.954, 8.007, 0.864)  0.0881
H (1.677, 5.897, 1.679)  0.1221
H (3.408, 4.543, 1.043)  0.0879
H (3.319, 3.478, -0.353)  0.0743
H (2.793, 2.897, 1.222)  0.0742
H (-1.738, 2.608, -1.855)  0.0399
H (-1.351, 4.001, -2.873)  0.0869
H (-2.687, 4.085, -1.739)  0.0862
H (-2.095, 5.815, -0.305)  0.1267
C (0.176, -0.487, -4.590)  -0.2198
S (-0.630, -1.463, -3.336)  0.9155
C (-2.323, -1.338, -3.876)  -0.2075
O (-0.606, -0.520, -2.113)  -0.8189
H (-0.277, 0.502, -4.642)  0.0662
H (0.084, -1.015, -5.536)  0.0741
H (1.226, -0.422, -4.309)  0.0648
H (-2.380, -1.690, -4.904)  0.0738
H (-2.640, -0.300, -3.799)  0.0739
H (-2.934, -1.975, -3.240)  0.0607

# C7H16NO3S2

A structure of composition C7H16NO3S2 in a non-equilibrium geometry (the ωB97M-V functional and the def2-TZVPD basis, the Open Molecules 2025 dataset).

electronic energy	-1353.04789	hartree
Kohn-Sham gap	7.01	eV
energy relative to the best compared isomer or geometry (same formula, charge and spin)	51.9	kcal per mole
net charge	-1

Each line ends with the Löwdin charge.
Geometry (Å):
C (-0.945, 2.238, -1.716)  -0.1234
C (0.363, 1.557, 2.822)  -0.0761
C (1.703, -2.818, -2.032)  -0.0458
C (-2.373, -1.719, -1.495)  -0.3409
C (-0.444, 1.990, -0.272)  -0.2698
C (1.331, 0.814, 1.919)  -0.2707
C (-0.169, 0.541, -0.054)  -0.2711
N (0.600, 0.071, 0.895)  -0.2351
O (-0.151, -1.779, 2.554)  -0.5151
O (-2.773, 0.342, -0.011)  -0.5913
O (1.984, -2.278, 1.499)  -0.5115
S (-1.919, -0.900, -0.127)  0.7962
S (0.581, -1.871, 1.249)  0.6973
H (-0.320, 2.830, -2.386)  0.0615
H (-1.835, 2.886, -1.733)  0.0630
H (-1.522, 1.400, -2.036)  0.0411
H (0.728, 2.215, 3.584)  0.0568
H (-0.311, 2.104, 2.091)  0.0668
H (-0.173, 0.806, 3.349)  0.0556
H (1.998, -2.056, -2.761)  0.0157
H (2.356, -3.596, -2.349)  -0.0107
H (2.039, -2.480, -1.013)  0.0044
H (-1.746, -2.482, -1.791)  -0.0624
H (0.653, -3.086, -2.066)  0.0045
H (-2.906, -1.121, -2.177)  -0.0273
H (0.546, 2.590, -0.089)  0.1266
H (-1.318, 2.226, 0.488)  0.1327
H (2.009, 1.554, 1.324)  0.1284
H (2.015, 0.022, 2.334)  0.1006

# H16O8

A cluster of 8 separate species, H16O8 in total in a non-equilibrium geometry (the ωB97M-V functional and the def2-TZVPD basis, the Open Molecules 2025 dataset).

electronic energy	-611.50455	hartree
Kohn-Sham gap	10.36	eV
energy relative to the best compared isomer or geometry (same formula, charge and spin)	49.0	kcal per mole

Each line ends with the Löwdin charge.
Geometry (Å):
O (3.521, 1.234, 0.715)  -0.0729
H (3.016, 0.454, 0.448)  -0.0070
H (4.365, 1.137, 0.262)  0.0354
O (1.256, -0.660, 2.550)  -0.0495
H (1.684, 0.081, 2.996)  0.0617
H (1.583, -1.444, 3.007)  0.0659
O (-1.440, 2.217, -0.624)  -0.0256
H (-0.827, 2.775, -1.122)  0.1013
H (-1.674, 2.740, 0.154)  0.0965
O (-3.641, 0.956, -1.796)  -0.0710
H (-2.766, 1.275, -1.534)  -0.0221
H (-4.249, 1.408, -1.203)  0.0269
O (-0.074, 0.096, 0.084)  -0.0838
H (0.375, 0.387, 0.886)  0.0221
H (-0.645, 0.865, -0.182)  0.0076
O (2.237, -0.997, -1.224)  -0.0644
H (2.242, -1.784, -0.669)  0.0448
H (1.354, -0.617, -1.097)  -0.0042
O (-0.610, -2.572, 1.549)  -0.0686
H (-1.516, -2.665, 1.859)  0.0374
H (-0.371, -1.653, 1.748)  -0.0162
O (-1.602, -1.294, -2.251)  -0.0508
H (-0.945, -1.151, -1.554)  -0.0003
H (-1.275, -0.788, -3.002)  0.0369